Molecular formula: C31H38HgN2P2
Method: DFT, ωB97M-V/def2-TZVPD

Atoms and positions in Å:
C1 -4.80844 0.59963 -1.05773
C2 -4.01813 1.66756 -1.46913
C3 -2.77418 1.92104 -0.86157
C4 -2.33625 1.06684 0.14197
C5 -3.10860 -0.01782 0.55719
C6 -4.36019 -0.23835 -0.03825
C7 -2.02237 3.12822 -1.37090
C8 -1.15861 3.95884 -0.40683
N1 -1.17748 3.50645 1.00939
Hg1 -0.33368 1.33630 0.93107
C9 -2.58628 -1.00539 1.57767
P1 -1.44542 -0.19513 2.78372
H1 -4.35042 2.34958 -2.25411
H2 -4.96324 -1.08011 0.30795
H3 -5.77410 0.42199 -1.53534
H4 -1.95025 -1.76250 1.08826
H5 -3.38703 -1.50101 2.14991
H6 -1.36749 2.83678 -2.21105
H7 -2.76252 3.82477 -1.80414
H8 -0.10484 3.93733 -0.72084
C10 -0.63287 -1.61385 3.57723
C11 -2.58245 0.52065 4.00712
H9 -1.49882 5.01125 -0.41009
C12 -2.54700 3.61605 1.59566
C13 -0.26023 4.37051 1.79164
H10 1.44588 1.85620 1.39846
H11 -2.58069 4.48583 2.27511
H12 -3.29403 3.76035 0.80400
H13 -2.79380 2.71194 2.17018
H14 -0.72832 5.35924 1.94501
H15 -0.06682 3.90654 2.76713
H16 0.68496 4.49991 1.25149
H17 -3.03511 -0.28279 4.60464
H18 -2.00752 1.18885 4.66397
H19 -3.37049 1.10188 3.51255
H20 -1.37612 -2.31150 3.99166
H21 -0.00864 -2.13425 2.83836
H22 0.01562 -1.25028 4.38730
H23 1.07693 1.73039 2.15638
N2 -0.03806 -0.60726 -0.12555
P2 1.25570 -1.20140 -0.79084
C14 1.07655 -2.98117 -1.06928
C15 2.17611 -3.80127 -1.35323
C16 1.98114 -5.16958 -1.56254
C17 0.69901 -5.71884 -1.44859
C18 -0.39818 -4.89558 -1.16577
C19 -0.21519 -3.52098 -0.98181
C20 1.64980 -0.51562 -2.41946
C21 2.76874 -0.94329 -3.14284
C22 3.06664 -0.34512 -4.37159
C23 2.25686 0.68108 -4.86587
C24 1.10821 1.07322 -4.16576
C25 0.78571 0.45327 -2.95480
C26 2.82259 -1.11983 0.12334
C27 3.77132 -0.12109 -0.15436
C28 4.92678 -0.02466 0.62404
C29 5.14257 -0.91622 1.67924
C30 4.18474 -1.89294 1.97596
C31 3.02941 -1.99643 1.20130
H24 3.18283 -3.38412 -1.39932
H25 2.83743 -5.79886 -1.80638
H26 0.56126 -6.79450 -1.57751
H27 -1.39896 -5.32809 -1.09069
H28 -1.05223 -2.85429 -0.75996
H29 3.40879 -1.73450 -2.75328
H30 3.93786 -0.68300 -4.93493
H31 2.51764 1.17556 -5.80474
H32 0.46113 1.85709 -4.56383
H33 -0.12165 0.71530 -2.40541
H34 3.61715 0.56455 -0.98657
H35 5.66203 0.75083 0.40007
H36 6.05209 -0.84664 2.27634
H37 4.33760 -2.58302 2.80772
H38 2.29565 -2.77454 1.42185

Properties
Net charge: 0
HOMO energy (eV): -6.09
Spin multiplicity: 1
Calculated total energy (eV): -58491.5138
HOMO-LUMO gap (eV): 6.65
Lowest unoccupied orbital energy (Eh): 0.0206

Population analysis type Löwdin, resulting atomic charges in e: -0.096, -0.065, -0.297, -0.261, -0.330, -0.062, -0.152, -0.213, -0.390, 0.823, -0.326, 0.798, 0.102, 0.103, 0.096, 0.055, 0.090, 0.105, 0.109, 0.108, -0.279, -0.282, 0.120, -0.063, -0.129, 0.076, 0.084, 0.098, 0.057, 0.085, 0.075, 0.079, 0.043, 0.038, 0.034, 0.045, 0.029, 0.039, 0.064, -0.347, 0.672, -0.292, -0.097, -0.085, -0.094, -0.084, -0.076, -0.295, -0.092, -0.085, -0.094, -0.085, -0.078, -0.300, -0.092, -0.090, -0.093, -0.085, -0.091, 0.098, 0.100, 0.100, 0.101, 0.085, 0.095, 0.102, 0.100, 0.099, 0.080, 0.104, 0.102, 0.100, 0.103, 0.107



Molecular formula: C31H38MnNP
Method: DFT, ωB97M-V/def2-TZVPD

Atoms and positions in Å:
Mn1 0.42847 -0.49708 -0.68610
C1 0.13743 0.25279 4.53610
C2 1.36868 -0.50141 4.10837
C3 2.14565 -1.13374 5.07465
C4 3.26616 -1.87772 4.73536
C5 3.63529 -2.01323 3.40644
C6 2.87285 -1.39464 2.42884
C7 1.75463 -0.63311 2.76678
P1 0.89907 0.15225 1.38040
C8 -0.89404 -0.21430 1.53537
C9 -1.11024 -1.60660 1.53749
C10 -2.37100 -2.14578 1.38754
C11 -3.44870 -1.29069 1.20298
C12 -3.25071 0.07645 1.21738
C13 -1.98905 0.64784 1.38637
C14 -1.91468 2.15085 1.42306
C15 1.26514 1.90885 1.38214
C16 1.75090 2.68293 2.43234
C17 1.87872 4.04960 2.25910
C18 1.51625 4.62319 1.04007
C19 1.06725 3.83837 -0.00863
C20 0.95602 2.45444 0.13374
C21 0.51291 1.53192 -0.97396
H1 0.21274 0.53361 5.58615
H2 -0.75562 -0.36454 4.41442
H3 -0.02094 1.15890 3.95239
H4 1.86264 -1.03996 6.11651
H5 3.84824 -2.35602 5.51268
H6 4.50315 -2.59809 3.13272
H7 3.13279 -1.50525 1.38178
H8 -0.25992 -2.27072 1.65696
H9 -2.50610 -3.21884 1.38949
H10 -4.44398 -1.69037 1.05517
H11 -4.09828 0.74015 1.09249
H12 -1.71910 2.54990 0.42576
H13 -1.14085 2.52571 2.08843
H14 -2.87353 2.54740 1.75685
H15 2.02864 2.22054 3.37198
H16 2.25315 4.66970 3.06280
H17 1.60216 5.69466 0.90778
H18 0.80849 4.29619 -0.95659
H19 1.30410 1.53292 -1.73249
H20 -0.37195 1.92443 -1.47922
C22 3.22266 -2.47509 -2.78134
C23 2.66217 -1.08449 -2.46847
C24 2.10039 -0.45056 -3.74079
C25 3.76217 -0.21191 -1.85480
N1 1.58215 -1.25795 -1.51428
H21 4.02399 -2.40315 -3.51945
H22 2.43652 -3.11708 -3.17966
H23 3.61876 -2.94065 -1.87777
H24 2.88562 -0.38628 -4.49709
H25 1.71134 0.54943 -3.55032
H26 1.28126 -1.05552 -4.13064
H27 4.59754 -0.11388 -2.55044
H28 4.13421 -0.66775 -0.93513
H29 3.38439 0.78183 -1.61838
C26 -3.26360 -0.47010 -4.60003
C27 -3.50143 -0.76199 -3.11264
C28 -4.10126 -2.16520 -2.95563
C29 -4.47556 0.27455 -2.53743
C30 -2.22185 -0.68646 -2.38837
C31 -1.16565 -0.62712 -1.79196
H30 -4.20609 -0.52461 -5.15077
H31 -2.56935 -1.19473 -5.02676
H32 -2.83919 0.52568 -4.73285
H33 -5.05370 -2.23207 -3.48765
H34 -4.27318 -2.39125 -1.90197
H35 -3.42379 -2.91945 -3.35708
H36 -5.43190 0.23095 -3.06459
H37 -4.06715 1.28116 -2.63765
H38 -4.65231 0.08225 -1.47801

Properties
Net charge: 0
HOMO energy (spin up / spin down) (eV): -7.86 / -7.62
ΔE to the lowest compared entry with this formula, charge and spin (eV): 0.000
Spin multiplicity: 2
Calculated total energy (eV): -74859.0906
HOMO-LUMO gap (spin up / spin down) (eV): 8.28 / 8.05
Lowest unoccupied orbital energy (spin up / spin down) (Eh): 0.0153 / 0.0159

Population analysis type Löwdin, resulting atomic charges in e: 0.363, -0.041, -0.261, -0.044, -0.073, -0.078, -0.084, -0.298, 1.072, -0.323, -0.116, -0.071, -0.069, -0.049, -0.240, -0.022, -0.314, -0.083, -0.084, -0.074, -0.040, -0.315, -0.189, 0.082, 0.091, 0.059, 0.112, 0.105, 0.104, 0.089, 0.110, 0.109, 0.107, 0.113, 0.085, 0.072, 0.084, 0.104, 0.101, 0.102, 0.116, 0.043, 0.062, -0.060, -0.697, -0.044, -0.042, -0.021, 0.082, 0.081, 0.076, 0.085, 0.068, 0.084, 0.086, 0.072, 0.069, -0.060, -0.638, -0.058, -0.056, -0.118, -0.043, 0.080, 0.083, 0.083, 0.081, 0.073, 0.085, 0.082, 0.085, 0.065



Molecular formula: C31H39BMnN12O2P
Method: DFT, ωB97M-V/def2-TZVPD

Atoms and positions in Å:
Mn1 -0.01000 -1.07829 0.24512
C1 -3.39373 -2.65576 -1.69306
C2 -2.72305 -1.61833 -1.07333
N1 -1.52488 -2.03781 -0.64216
N2 -1.41157 -3.34733 -0.98517
C3 -2.52546 -3.73667 -1.61543
B1 -0.10456 -4.04941 -0.50316
N3 1.09292 -3.31199 -1.17154
C4 1.81512 -3.70178 -2.22798
C5 2.73189 -2.70674 -2.52608
C6 2.49005 -1.71719 -1.58612
N4 1.50450 -2.08728 -0.75560
N5 -0.04363 -3.76335 1.04669
C7 -0.21368 -4.63937 2.04291
C8 -0.32944 -3.95325 3.24117
C9 -0.23630 -2.61951 2.89475
N6 -0.06516 -2.50527 1.56759
N7 -0.02625 -5.50958 -0.77302
C10 0.98229 -6.36011 -0.41745
C11 0.74776 -7.56223 -1.02243
C12 -0.43618 -7.35580 -1.76343
N8 -0.89107 -6.12954 -1.62045
H1 -4.37375 -2.64291 -2.13503
H2 -3.04291 -0.60402 -0.89573
H3 -2.60511 -4.75330 -1.96110
H4 1.63012 -4.65633 -2.69409
H5 3.47519 -2.71592 -3.30289
H6 2.99385 -0.77340 -1.44615
H7 -0.24460 -5.69601 1.83487
H8 -0.46838 -4.36942 4.22295
H9 -0.27778 -1.75112 3.53003
H10 1.78430 -6.04221 0.23037
H11 1.34602 -8.45398 -0.96039
H12 -0.96926 -8.05367 -2.38838
N9 -1.70133 2.65803 -0.23421
C13 -1.07397 2.87780 -1.42031
C14 -1.96536 3.15469 -2.62719
C15 -2.26951 4.65876 -2.81580
C16 -1.74244 5.22782 -4.13268
N10 -0.28319 5.26778 -4.26784
C17 0.47609 6.36431 -4.19587
N11 1.74768 6.30688 -4.59178
N12 -0.00100 7.50258 -3.70221
C18 -0.10542 1.31704 -1.88708
O1 0.35400 1.51686 -2.96205
O2 -0.12147 0.44880 -1.02158
H13 -2.59534 2.18611 -0.23623
H14 -1.54473 3.23088 0.58346
H15 -0.23056 3.55391 -1.28540
H16 -2.89809 2.60720 -2.47333
H17 -1.51624 2.73595 -3.52483
H18 -1.92052 5.24877 -1.96456
H19 -3.35148 4.79450 -2.85111
H20 -2.13788 6.22996 -4.29703
H21 -2.12215 4.63182 -4.96341
H22 0.16881 4.43922 -4.62325
H23 2.08727 5.52559 -5.12806
H24 2.33727 7.12311 -4.56419
H25 -0.94655 7.58275 -3.37230
H26 0.52764 8.35713 -3.77492
C19 1.80882 1.80259 1.18041
P1 0.86557 0.45351 1.95690
C20 -0.49850 1.19946 2.86241
C21 -0.30046 2.36421 3.61037
C22 -1.34564 2.90127 4.34619
C23 -2.59048 2.28218 4.34232
C24 -2.79838 1.13334 3.59090
C25 -1.75606 0.59544 2.84901
C26 2.01969 -0.33742 3.08190
C27 2.98230 -1.19102 2.53976
C28 3.93580 -1.76294 3.36489
C29 3.92381 -1.49604 4.72898
C30 2.95761 -0.66032 5.27100
C31 2.00203 -0.07804 4.45134
H27 1.13888 2.54616 0.75100
H28 2.45451 1.39795 0.40091
H29 2.44197 2.27672 1.93062
H30 0.66938 2.84732 3.63278
H31 -1.18636 3.79624 4.93233
H32 -3.39895 2.69401 4.93132
H33 -3.76611 0.65003 3.59189
H34 -1.93528 -0.30709 2.27064
H35 2.98503 -1.42672 1.48037
H36 4.68356 -2.42260 2.94633
H37 4.66749 -1.94759 5.37151
H38 2.94535 -0.46205 6.33395
H39 1.24565 0.56201 4.88745

Properties
Net charge: +3
HOMO energy (spin up / spin down) (eV): -15.10 / -15.10
ΔE to the lowest compared entry with this formula, charge and spin (eV): 0.911
Spin multiplicity: 6
Calculated total energy (eV): -96021.7977
HOMO-LUMO gap (spin up / spin down) (eV): 5.97 / 4.77
Lowest unoccupied orbital energy (spin up / spin down) (Eh): -0.3353 / -0.3796

Population analysis type Löwdin, resulting atomic charges in e: 0.878, -0.007, -0.109, -0.063, 0.054, -0.003, -0.629, 0.022, -0.008, -0.007, -0.111, -0.047, 0.053, 0.001, 0.014, -0.096, -0.077, -0.035, -0.092, -0.030, -0.114, 0.074, 0.116, 0.108, 0.118, 0.146, 0.116, 0.116, 0.142, 0.123, 0.107, 0.132, 0.109, 0.117, 0.182, -0.218, -0.133, -0.144, -0.149, 0.101, -0.419, 0.219, 0.231, -0.474, 0.193, -0.060, 0.130, 0.132, 0.149, 0.130, 0.108, 0.119, 0.129, 0.126, 0.142, 0.159, 0.138, 0.141, 0.123, 0.145, -0.196, 0.997, -0.391, -0.092, -0.044, -0.037, -0.050, -0.116, -0.391, -0.094, -0.044, -0.034, -0.041, -0.071, 0.035, 0.053, 0.071, 0.116, 0.123, 0.124, 0.121, 0.085, 0.089, 0.120, 0.123, 0.122, 0.105



Q: The highest calculated total energy belongs to which entry?
A: C31H38HgN2P2



Q: What is the formula in the third record?
A: C31H39BMnN12O2P



Q: spin multiplicity of number 3 (C31H39BMnN12O2P)?
A: 6



Q: Which of these has the highest net charge?
A: C31H39BMnN12O2P